DFT (ωB97M-V/def2-TZVPD) results for one molecule with the formula C24H32N2O7 at a distorted geometry.

The value obtained for the energy relative to the best compared isomer or geometry (same formula, charge and spin) is 31.7 kcal/mol. As for the LUMO energy: 0.6559 eV. The orbital gap comes out at 9.1 eV. Its SMILES is COCCN(C(=O)c1ccco1)[C@@H](C(=O)NC1CCCC1)c1cc(OC)c(OC)c(OC)c1.

Geometry as ORCA input:
```
! wB97M-V def2-TZVPD RIJCOSX def2/J DEFGRID3
* xyz 0 1
C 3.81493 -0.03056 3.68544
O 2.76535 -0.88037 3.30039
C 3.20365 -1.97474 2.51578
C 1.99034 -2.68167 1.90915
N 1.53904 -2.02192 0.69934
C 1.92275 -2.57393 -0.48303
O 2.49823 -3.65324 -0.52414
C 1.61389 -1.90240 -1.75775
C 2.15820 -2.23635 -2.97312
C 1.58731 -1.36104 -3.91959
C 0.73466 -0.56344 -3.21829
O 0.74188 -0.88024 -1.91684
C 0.95910 -0.70847 0.87614
C 1.77827 0.34125 0.07730
O 2.95310 0.15202 -0.15870
N 1.11792 1.46423 -0.23176
C 1.72968 2.59509 -0.89370
C 1.72916 3.83522 0.02122
C 0.53267 4.65889 -0.44596
C 0.58219 4.48533 -1.96083
C 0.92454 3.00463 -2.14464
C -0.53617 -0.67870 0.67387
C -1.19826 -1.67527 -0.02921
C -2.56595 -1.60206 -0.24106
O -3.25810 -2.52250 -0.97215
C -2.54680 -3.56617 -1.59462
C -3.32085 -0.53362 0.28520
O -4.67383 -0.42087 0.02990
C -5.49516 -1.48793 0.46403
C -2.65869 0.44783 1.03079
O -3.20554 1.55227 1.60693
C -4.60333 1.72019 1.70464
C -1.27651 0.35745 1.21532
H 4.56033 -0.56749 4.28435
H 3.37160 0.76243 4.28501
H 4.30975 0.40228 2.80797
H 3.77420 -2.67380 3.14480
H 3.85376 -1.62082 1.70424
H 2.26583 -3.70047 1.63223
H 1.17556 -2.69688 2.63729
H 2.87749 -3.01029 -3.14089
H 1.78186 -1.32939 -4.97184
H 0.08158 0.23015 -3.52431
H 1.15952 -0.42962 1.92005
H 0.12894 1.52007 -0.03642
H 2.74667 2.28080 -1.13951
H 2.64850 4.40139 -0.12885
H 1.66956 3.55177 1.07092
H -0.39421 4.24027 -0.05019
H 0.59818 5.70168 -0.14046
H 1.37620 5.10853 -2.37448
H -0.35359 4.75502 -2.44790
H 0.00769 2.41407 -2.18341
H 1.48128 2.82252 -3.06189
H -0.63861 -2.50927 -0.41443
H -2.07422 -4.22741 -0.86184
H -1.78684 -3.18171 -2.28140
H -3.29036 -4.12766 -2.15855
H -6.51842 -1.15173 0.30301
H -5.31396 -2.39878 -0.10827
H -5.34193 -1.69464 1.52917
H -5.06759 0.90660 2.26768
H -5.07245 1.79539 0.72240
H -4.73599 2.65469 2.25009
H -0.81805 1.11339 1.83535
*
```